Entry 1:
Computed, not measured: a 3-piece molecular cluster, C17H34NO9PS2 overall at a distorted geometry, with ωB97M-V with the def2-TZVPD basis set.

Calculated values
HOMO level = -8.94 eV
multiplicity = 1
gap between HOMO and LUMO = 7.12 eV
SMILES = COCCCCCCCC[C@H]1OS(=O)(=O)O[C@]1(ON=O)[PH2]=S.CC(C)=O.CC(C)=O

```
64
Properties=species:S:1:pos:R:3:lowdin_charge:R:1
C -1.163 1.959 -2.301 -0.229
C 1.389 -3.724 2.765 -0.021
H -2.786 -1.810 7.880 0.088
P -2.912 3.783 -1.157 0.409
H -1.597 -1.608 6.574 0.082
H 3.383 1.892 -2.988 0.109
S -2.279 2.975 -4.461 0.860
H -2.918 -0.430 6.740 0.088
H 5.115 2.383 -3.634 0.130
H -0.568 2.284 -1.319 0.182
O -2.946 0.931 0.641 0.063
C 4.017 -0.099 -1.170 -0.211
C 0.175 -3.121 2.109 -0.465
C -1.110 -3.125 2.893 -0.036
H 3.443 -2.400 -1.119 0.113
H 4.395 -1.808 -2.676 0.110
H 0.477 0.877 -3.457 0.119
H 0.824 -2.239 -0.966 0.101
H 4.502 -0.352 -0.110 0.116
N -3.799 1.383 -0.120 -0.032
H -2.065 4.782 -1.807 0.028
C -2.807 2.085 -2.106 -0.496
H 3.133 0.662 -0.969 0.084
O 0.232 -2.644 0.977 0.025
H -0.984 -2.552 3.815 0.071
O -3.002 -3.009 5.041 0.038
H 2.909 2.889 -0.431 0.095
C 3.549 -1.500 -1.891 -0.211
C 2.073 -1.374 -2.667 -0.197
O 4.578 3.295 -1.737 -0.259
H 2.189 -0.472 -3.404 0.091
C 4.480 2.139 -2.664 -0.214
O -0.934 2.948 -3.407 -0.274
H 1.291 -0.447 -0.612 0.111
C 5.153 0.751 -2.023 -0.165
H -5.364 -1.269 6.008 0.088
H -1.900 -2.658 2.295 0.088
H -5.480 -2.939 5.412 0.086
C 0.962 -1.170 -1.479 -0.216
H -1.404 -4.152 3.120 0.091
H 5.685 0.116 -2.850 0.106
H -2.450 3.670 0.208 -0.004
H 1.207 -4.779 2.986 0.088
O -2.423 4.357 -5.164 -0.293
S -4.753 4.491 -1.129 0.134
H 3.342 4.778 -0.793 0.107
H 1.940 -2.363 -3.300 0.120
H 5.989 1.145 -1.273 0.120
O -2.369 1.968 -5.632 -0.307
C -2.651 -1.485 6.845 -0.023
C -0.556 0.584 -2.990 -0.115
O -3.528 1.007 -1.408 -0.066
H -1.288 0.310 -3.885 0.132
H -5.232 -2.648 7.148 0.087
O -3.493 2.459 -3.379 -0.214
C -0.528 -0.714 -1.989 -0.177
C -4.993 -2.287 6.145 -0.024
H 2.243 -3.652 2.083 0.081
C 3.249 3.690 -1.230 -0.123
H 1.626 -3.178 3.681 0.086
H 2.492 3.727 -2.127 0.091
H -1.128 -0.390 -1.010 0.105
H -1.129 -1.603 -2.464 0.125
C -3.503 -2.322 5.930 -0.476
```



Entry 2:
Computed, not measured: a 2-piece molecular cluster, C2H8N3O overall at a distorted geometry, with ωB97M-V with the def2-TZVPD basis set.

Calculated values
HOMO level = -14.33 eV
total charge = +1
multiplicity = 1
gap between HOMO and LUMO = 10.92 eV

```
14
Properties=species:S:1:pos:R:3:lowdin_charge:R:1
N -1.915 0.089 0.302 0.209
H -2.283 -0.416 -0.572 0.166
N 0.217 -1.558 -0.310 0.042
H -2.198 1.114 0.408 0.178
O 3.115 -0.350 0.130 0.163
H 3.308 1.763 -0.418 0.130
N 0.733 -0.173 -0.249 0.019
H 0.973 -2.188 -0.151 0.085
H -2.214 -0.536 1.003 0.098
H -0.787 -0.093 0.149 0.088
H -0.040 -1.748 -1.246 0.079
C 1.903 0.062 0.013 -0.429
H 2.918 1.476 1.316 0.135
C 2.849 1.076 0.290 0.036
```



Entry 3:
Computed, not measured: C18H24N5PbSeTe as an isolated structure, with ωB97M-V with the def2-TZVPD basis set.

Calculated values
HOMO level = -9.94 eV
total charge = +1
multiplicity = 1
gap between HOMO and LUMO = 7.38 eV

```
50
Properties=species:S:1:pos:R:3:lowdin_charge:R:1
C 1.811 0.046 1.536 -0.319
C -6.188 0.706 -1.110 0.001
C 1.122 -5.465 -0.565 -0.082
Se -0.957 1.364 -0.120 0.605
H 1.717 -0.228 3.578 0.106
H -3.048 1.366 2.023 0.151
H 1.883 -4.956 -2.504 0.108
C 1.914 -4.743 -1.444 -0.085
H 6.205 1.887 0.559 0.122
H 4.848 3.724 1.114 0.124
H -3.621 -0.031 -2.832 0.104
C -4.852 1.059 0.884 -0.174
H -8.079 0.775 1.709 0.109
N 4.912 0.906 -0.798 -0.134
H 2.608 4.170 0.329 0.122
H 0.468 -6.242 -0.936 0.106
C 1.183 -5.195 0.795 -0.081
C 2.952 3.133 0.379 -0.249
C -5.961 1.018 1.713 -0.003
C -3.362 0.949 -2.432 -0.019
H -2.297 1.123 -2.549 0.042
H 4.802 3.613 -0.627 0.120
Pb 2.699 -0.294 -0.819 0.961
C -7.186 0.814 1.101 -0.074
H -6.276 0.589 -2.182 0.115
H -8.273 0.491 -0.719 0.109
H -5.878 1.140 2.784 0.117
H 4.745 1.212 1.269 0.088
N -3.497 1.228 1.134 0.115
C 5.134 1.751 0.400 -0.258
Te 4.147 -2.008 1.159 0.774
H 3.413 -3.230 -1.658 0.069
H 1.291 2.358 -0.521 -0.065
H -3.924 1.720 -2.958 0.103
C 2.829 -3.477 0.400 -0.704
N -3.674 1.003 -1.017 -0.072
H 2.443 2.744 -1.581 0.094
C 4.470 3.115 0.291 -0.186
H 2.069 -4.004 2.339 0.088
H 0.573 -5.760 1.487 0.107
H 5.611 0.168 -0.831 0.063
C -4.963 0.915 -0.496 -0.156
H 2.631 2.737 1.344 0.104
C -2.793 1.194 -0.017 -0.746
C 2.028 -4.205 1.277 -0.160
C -7.298 0.657 -0.284 -0.072
H 5.042 1.471 -1.634 0.089
N 2.300 2.321 -0.667 -0.096
N 1.513 0.129 2.660 0.133
C 2.767 -3.757 -0.964 -0.218
```



Entry 4:
Computed, not measured: an isolated ion of composition C2H3BrF3N2 and charge +1 at a distorted geometry, with ωB97M-V with the def2-TZVPD basis set.

Calculated values
HOMO level = -15.48 eV
total charge = +1
multiplicity = 1
gap between HOMO and LUMO = 10.00 eV
SMILES = N/C(=[NH+]\Br)C(F)(F)F

```
11
Properties=species:S:1:pos:R:3:lowdin_charge:R:1
N -0.739 0.327 -1.140 -0.322
C 0.121 0.104 -0.119 -0.234
C -0.404 -0.873 1.066 -0.515
N 1.330 0.622 -0.088 0.229
H 2.053 0.423 0.667 0.199
H 1.617 1.181 -0.897 0.108
H -1.750 -0.040 -1.189 0.150
F -1.339 -1.650 0.671 0.239
Br -0.513 1.473 -2.658 0.841
F -0.874 0.076 2.015 0.108
F 0.498 -1.641 1.672 0.198
```



Entry 5:
Computed, not measured: one molecule with the formula C9H17NO2 at a distorted geometry, with ωB97M-V with the def2-TZVPD basis set.

Calculated values
HOMO level = -8.86 eV
multiplicity = 1
gap between HOMO and LUMO = 9.74 eV
SMILES = C[C@H]1OCC2(CCN(C)CC2)O1

```
29
Properties=species:S:1:pos:R:3:lowdin_charge:R:1
C 1.822 1.100 -0.550 -0.253
C -0.435 0.073 -0.134 -0.428
H -3.435 -1.430 0.812 0.049
H -0.610 1.657 1.523 0.134
C 0.586 0.578 -1.194 -0.114
H -4.607 -0.253 0.250 0.070
H 0.635 -1.781 0.300 0.137
H 0.912 -0.282 -1.812 0.124
C -1.072 1.291 0.583 -0.097
H -1.199 2.248 0.044 0.133
H 0.080 1.325 -1.818 0.128
H 3.637 -0.664 -1.443 0.135
H -4.217 -1.607 -0.811 0.119
C 3.080 -0.981 -0.404 -0.099
H 1.451 0.786 1.960 0.128
H 2.191 -0.842 1.997 0.104
H 2.281 -1.636 -0.648 0.034
H 1.561 2.040 0.020 0.133
H 2.487 1.564 -1.340 0.133
C -2.695 0.090 -0.440 -0.381
O -1.522 -0.665 -0.754 -0.018
H 3.941 -1.492 0.176 0.105
N 2.600 0.229 0.300 -0.208
C 0.347 -0.796 0.853 -0.091
O -2.438 0.854 0.738 -0.080
C 1.677 -0.150 1.364 -0.192
C -3.787 -0.902 0.005 0.002
H -2.938 0.725 -1.288 0.152
H -0.336 -1.077 1.710 0.140
```



Entry 6:
Computed, not measured: C51H73BrMoN2OSi3 as an isolated structure at a distorted geometry, with ωB97M-V with the def2-TZVPD basis set.

Calculated values
HOMO level (alpha / beta) = -6.10 / -6.88 eV
expectation value of S² = 2.081
multiplicity = 3
gap between HOMO and LUMO (alpha / beta) = 5.44 / 6.24 eV

```
132
Properties=species:S:1:pos:R:3:lowdin_charge:R:1
H -4.328 -0.073 1.326 0.082
C -0.462 0.999 -5.532 -0.115
C -0.271 2.510 -5.360 -0.615
H 0.050 -2.788 -2.650 0.095
H 1.714 2.302 -6.171 0.092
H -3.398 2.252 -1.846 0.032
C 0.251 -1.536 4.027 -0.051
C -3.735 -2.138 1.222 -0.358
C -2.115 4.137 1.119 -0.095
C -3.557 -0.673 0.843 -0.088
C 6.191 -1.361 0.367 -0.087
H -0.243 -1.398 6.088 0.103
C 0.163 4.465 1.788 -0.064
H -0.707 6.162 -1.373 0.092
C -1.911 2.769 1.064 -0.027
H -4.818 3.078 -2.474 0.089
H -1.255 6.051 1.543 0.107
C -0.336 4.764 -2.976 -0.610
H -3.243 4.419 -5.561 0.068
H -3.088 4.541 0.882 0.112
H -5.414 -3.534 1.238 0.065
H 0.251 6.755 -3.556 0.090
C -3.637 4.383 -4.549 -0.083
H -3.622 -4.764 1.569 0.114
H 2.382 -0.686 -3.102 0.072
H 4.530 -1.540 -0.953 0.094
H 2.978 -2.593 3.769 0.017
H -3.483 4.010 -1.820 0.055
H -2.712 2.099 0.790 0.111
H 3.796 -2.219 2.268 0.006
H 5.295 3.267 -3.510 0.101
H 2.702 -3.050 -0.441 -0.002
C 4.250 0.086 0.419 -0.357
H -3.363 5.303 -4.040 0.064
C 0.201 -0.977 2.738 -0.311
H -0.630 -4.038 2.757 0.017
H 7.727 -0.937 1.796 0.099
H -1.699 -4.874 -4.023 0.083
H -1.423 -5.784 -1.891 0.101
H 2.457 -4.704 0.083 0.031
C -1.232 5.357 -1.886 -0.104
H 1.712 3.975 -2.994 0.055
H -2.883 -2.511 -3.442 0.090
Si -1.152 3.159 -3.746 0.695
H -3.248 0.996 -4.053 0.066
C -0.758 -4.357 -3.841 -0.080
C -3.627 1.900 -4.523 -0.100
H 0.970 5.126 2.070 0.108
C -0.666 2.248 1.392 -0.322
C 0.377 3.098 1.746 -0.008
C -3.733 3.127 -2.394 -0.115
C 6.079 0.420 1.964 -0.094
C -1.040 0.888 3.751 -0.017
H 0.594 5.553 -4.789 0.062
C -0.984 0.284 4.995 -0.098
Si 1.506 -3.123 1.760 0.470
H 0.863 3.770 -1.465 0.044
C -0.936 -3.244 -2.807 -0.382
N 0.733 -1.556 1.630 -0.188
H -0.736 4.313 -6.484 0.072
H 3.449 -0.173 -5.247 0.104
C -1.853 -2.160 -3.390 -0.070
C -0.820 3.235 -6.593 -0.085
H -1.061 6.100 -4.531 0.073
C 3.257 0.966 -2.052 -0.363
C 4.956 -0.989 -0.125 -0.128
H -1.526 -1.879 -4.390 0.070
H -5.345 -2.505 -0.189 0.089
H -4.715 1.872 -4.481 0.090
H 1.339 2.678 2.005 0.113
Si 2.528 0.479 -0.328 0.769
H 4.912 1.808 -5.464 0.100
C 4.445 1.579 -4.518 -0.106
H 1.461 5.354 -1.937 0.091
H 0.909 -1.309 -1.482 -0.065
H -0.004 -5.079 -3.530 0.077
C -1.500 -3.695 -1.474 -0.144
H 1.672 2.282 -4.419 0.053
H 6.524 0.975 2.776 0.099
H 0.027 0.458 -4.727 0.045
H 1.122 -3.803 -0.619 -0.001
H 6.723 -2.195 -0.065 0.102
H 4.283 2.708 -1.347 0.099
Mo 0.266 -0.561 -0.226 1.065
C 4.838 0.781 1.470 -0.122
H -1.506 0.712 -5.550 0.055
C 1.007 4.437 -2.312 -0.106
H -1.863 2.986 -6.766 0.064
C 6.757 -0.653 1.415 -0.093
H -3.343 1.904 -5.571 0.065
H 0.758 -4.811 3.516 0.024
C -1.745 -5.021 -1.200 -0.048
H 4.330 1.632 1.904 0.090
H -1.449 0.757 5.844 0.097
H -2.536 -6.463 0.180 0.101
C -0.444 0.279 2.663 -0.201
C 0.361 -4.445 2.572 -0.160
N -1.203 -1.565 -0.422 -0.152
C -2.806 -3.099 0.506 -0.127
C 3.028 0.179 -3.180 -0.143
C -3.115 3.152 -3.799 -0.621
C -1.840 -2.710 -0.477 -0.278
C -1.085 4.986 1.493 -0.096
H -0.422 -3.914 -4.779 0.076
H 3.666 -3.880 2.803 0.025
C 4.083 2.081 -2.204 -0.122
C -5.182 -2.535 0.887 -0.066
C -2.402 -5.416 -0.042 -0.074
H -3.646 -0.553 -0.236 0.084
C 4.663 2.395 -3.419 -0.092
H 0.241 -5.307 1.924 0.018
H 0.752 -2.475 4.163 0.069
Br -0.736 1.428 -2.099 0.509
O -0.474 0.875 1.392 -0.208
H -0.012 0.679 -6.471 0.091
C 1.240 2.748 -5.299 -0.098
H 1.491 3.803 -5.300 0.068
H -1.552 1.834 3.635 0.119
H -2.145 5.771 -2.301 0.071
C 3.624 0.470 -4.394 -0.110
H -4.723 4.342 -4.609 0.090
C -0.127 5.852 -4.035 -0.085
H -3.600 -2.232 2.308 0.144
C 3.139 -2.935 2.753 -0.149
H -1.820 -1.280 -2.752 0.015
H -5.874 -1.842 1.360 0.075
C 1.991 -3.725 0.025 -0.166
C -0.319 -0.923 5.121 -0.091
H -2.582 -0.321 1.163 0.037
H -0.255 2.940 -7.475 0.090
H -1.481 4.601 -1.149 0.039
C -2.993 -4.450 0.746 -0.069
```



Entry 7:
Computed, not measured: an isolated ion of composition CH2NO and charge +1 at a distorted geometry, with ωB97M-V with the def2-TZVPD basis set.

Calculated values
HOMO level = -18.19 eV
total charge = +1
multiplicity = 1
gap between HOMO and LUMO = 9.73 eV
SMILES = C=[N+]=O

```
5
Properties=species:S:1:pos:R:3:lowdin_charge:R:1
C 0.091 0.545 0.056 0.229
H 0.707 0.542 1.003 0.167
H -0.359 1.450 -0.540 0.205
O -0.343 -1.805 -0.381 0.388
N -0.096 -0.733 -0.139 0.011
```



Entry 8:
Computed, not measured: C27H39Ge2N4OPtS2 as an isolated structure at a distorted geometry, with ωB97M-V with the def2-TZVPD basis set.

Calculated values
HOMO level (alpha / beta) = -11.36 / -11.33 eV
total charge = +1
multiplicity = 1
gap between HOMO and LUMO (alpha / beta) = 5.69 / 5.51 eV

```
76
Properties=species:S:1:pos:R:3:lowdin_charge:R:1
C 0.090 5.277 1.923 -0.251
C -0.285 -2.000 0.161 -0.250
C -0.236 4.046 1.277 -0.699
H 2.548 0.817 4.006 0.070
H 4.003 -1.012 0.782 0.066
N 2.424 0.685 -3.758 0.130
H 0.010 -3.200 -2.564 0.057
C 1.909 1.920 -4.064 -0.038
C -1.153 -1.378 -2.873 -0.322
H 3.273 -1.095 -1.717 0.097
C 4.090 -0.001 1.180 -0.158
H 1.602 -1.329 -1.196 0.040
C 0.568 1.001 3.096 -0.369
C -2.680 3.584 -1.960 -0.045
H -2.061 -1.053 -3.380 0.062
H 4.991 0.448 0.758 0.080
H -3.513 1.802 -1.090 0.098
S -1.822 1.838 1.070 0.802
O -1.716 1.378 -2.056 -0.411
N -3.014 4.370 3.389 0.224
H -0.338 -0.818 -3.334 0.048
C -1.398 3.367 1.648 -0.666
C 0.423 -3.859 2.322 -0.030
C -3.750 1.664 -3.211 -0.034
C 2.716 -3.301 3.774 -0.060
C 2.067 -4.511 3.952 -0.068
H -0.463 0.735 3.330 0.056
H -3.308 -0.310 0.538 0.027
C -3.188 -0.926 -0.353 -0.343
H 2.860 1.082 -0.213 0.021
H 4.257 -0.085 2.254 0.062
H -4.648 -2.417 0.249 0.079
C 1.877 0.236 -2.614 -0.371
H -3.290 2.042 -4.126 0.092
H 0.389 -5.717 3.374 0.111
H -3.014 -2.772 0.792 0.064
H 1.247 1.132 5.142 0.082
C 1.078 -2.640 2.112 -0.232
C 0.915 -4.784 3.225 -0.062
Ge -1.338 -0.837 -1.001 0.859
H 1.431 -0.475 4.453 0.060
S 0.847 3.449 0.122 0.798
C 1.034 2.199 -3.073 -0.128
H -3.464 -3.029 -0.892 0.064
C -3.597 -2.366 -0.035 -0.147
H -0.893 -3.171 -4.074 0.078
N 1.023 1.150 -2.166 -0.102
H 2.445 -5.234 4.662 0.110
H -0.502 -3.061 0.036 0.068
N 0.351 6.268 2.441 0.218
H -1.726 -3.467 -2.559 0.063
Ge 1.041 0.260 1.336 0.907
H 0.395 3.055 -2.948 0.095
H 2.736 -1.437 2.750 0.060
C 0.551 -1.648 1.141 -0.332
C -2.953 2.089 -1.987 -0.553
H 3.607 -3.071 4.343 0.113
H -3.805 0.578 -3.279 0.066
C 2.874 0.863 0.852 -0.373
H -4.765 2.057 -3.148 0.094
H -3.608 4.148 -2.067 0.096
H -2.205 3.892 -1.026 0.046
H -2.026 3.856 -2.791 0.085
H 3.100 0.175 -4.303 0.176
C -0.929 -2.884 -3.023 -0.152
C 2.218 -2.377 2.866 -0.071
H 0.600 2.087 2.977 0.044
H -0.494 -4.081 1.793 0.104
C 2.233 -1.086 -2.045 0.015
H 2.105 -1.866 -2.796 0.098
Pt -0.278 1.424 -0.537 0.731
H 2.957 1.835 1.347 0.052
H 2.199 2.473 -4.938 0.128
H -3.833 -0.502 -1.123 0.060
C -2.288 3.925 2.618 -0.242
C 1.503 0.589 4.232 -0.143
```